[1]
A cluster of 2 separate species, C2H6NO3 in total in a non-equilibrium geometry. Source: the OMol25 dataset; level of theory: ωB97M-V/def2-TZVPD.

The calculation puts the HOMO energy at -4.18 eV. The charge is -1. The value obtained for the molar mass is 92.07 g mol⁻¹. The LUMO energy is 0.1541 Eh.

Element x y z (Å)
1 O -0.82206 2.30661 -0.51216
2 C -0.17538 1.23267 -0.25380
3 O 0.92261 0.80264 -0.76692
4 C -0.73112 0.31632 0.95352
5 N 0.26293 -0.43767 1.72824
6 H -1.56511 -0.40348 0.50012
7 H -1.36146 0.84672 1.68037
8 H 0.91627 -0.89545 1.05986
9 H 0.79533 0.27013 2.34128
10 H -0.02886 -1.85583 -2.31684
11 H 0.95848 -0.71626 -1.92079
12 O 0.82836 -1.46641 -2.49287

Atom charges from the Mulliken analysis, given in e for atoms 1 to 8: number 1, O, carries -0.7352; number 2, C, carries 0.5851; number 3, O, carries -0.8105; number 4, C, carries -0.4423; number 5, N, carries -0.6392; number 6, H, carries 0.1438; number 7, H, carries 0.3195; number 8, H, carries 0.2983

***

[2]
A cluster of 2 separate species, C2H6NO3 in total in a non-equilibrium geometry. Source: the OMol25 dataset; level of theory: ωB97M-V/def2-TZVPD.

The calculation puts the HOMO energy at -3.99 eV. The charge is -1. The value obtained for the molar mass is 92.07 g mol⁻¹. The LUMO energy is 0.1530 Eh.

Element x y z (Å)
1 C 0.24643 -2.60988 -0.29574
2 N 0.56357 -1.42673 0.45779
3 C 0.26754 -0.13556 -0.08752
4 O 0.13233 0.78049 0.75616
5 O 0.16829 -0.07142 -1.32885
6 H -0.83348 -2.67759 -0.43954
7 H 0.60532 -2.51583 -1.33037
8 H 0.60303 -3.52109 0.17689
9 H 1.18098 -1.47378 1.24312
10 H -0.99205 2.50338 0.89331
11 H -1.12603 3.15524 -0.45590
12 O -1.35242 3.30122 0.47385

Atom charges from the Mulliken analysis, given in e for atoms 1 to 8: number 1, C, carries -0.7807; number 2, N, carries -0.1753; number 3, C, carries 0.4698; number 4, O, carries -0.8174; number 5, O, carries -0.7300; number 6, H, carries 0.1973; number 7, H, carries 0.2545; number 8, H, carries 0.3159

***

[3]
The ion C2H6NO3P2 with charge +1 in a non-equilibrium geometry. Source: the OMol25 dataset; level of theory: ωB97M-V/def2-TZVPD.

The calculation puts the HOMO energy (spin up / spin down) at -13.95 / -13.95 eV. The charge is +1. The value obtained for the molar mass is 154.02 g mol⁻¹. The LUMO energy (spin up / spin down) is -0.2390 / -0.2390 Eh.

Element x y z (Å)
1 C 0.40673 0.31691 -0.06896
2 C 0.98993 -0.04944 -1.42542
3 N -0.82270 -0.35945 0.15200
4 O -1.46589 -0.70145 -2.39496
5 O 3.08064 -1.81875 -1.24849
6 O 1.40256 -0.08701 0.88544
7 P -0.17050 0.07619 -2.81123
8 P 1.68766 -1.90635 -0.98179
9 H 0.17405 1.48609 0.05197
10 H 2.03451 0.47923 -1.59695
11 H -1.57918 -0.12207 0.78270
12 H -1.72479 -1.14086 -1.49220
13 H -0.75278 -1.36340 0.44448
14 H 1.58039 0.33264 1.75492

Atom charges from the Mulliken analysis, given in e for atoms 1 to 8: number 1, C, carries -0.0239; number 2, C, carries -0.3398; number 3, N, carries -0.5737; number 4, O, carries -0.3564; number 5, O, carries -0.3311; number 6, O, carries -0.5303; number 7, P, carries 0.4541; number 8, P, carries 0.5243